{
  "formula": "C6H10N2",
  "method": "ωB97M-V with the def2-TZVPD basis set",
  "smiles": "C1[C@@H]2CN3C[C@H]3[C@H]1N2",
  "gap_ev": 9.168,
  "homo_ev": -8.05,
  "spin_multiplicity": 1,
  "e_tot_ev": -9360.83073,
  "species": ["C", "C", "C", "N", "C", "C", "C", "N", "H", "H", "H", "H", "H", "H", "H", "H", "H", "H"],
  "positions_angstrom": [[-1.43132, -0.31737, -0.78372], [-1.20880, 0.64420, 0.32399], [0.04459, 1.43928, -0.13914], [1.10400, 0.51183, -0.58120], [1.91316, -0.15306, 0.43855], [0.99953, -0.92542, -0.53699], [-0.39879, -1.31102, 0.02364], [-0.81687, -0.47162, 1.13961], [-2.54685, -0.67855, -0.94201], [-1.06208, 0.14793, -1.79452], [-2.04405, 1.37414, 0.63527], [-0.17788, 1.93280, -1.04617], [0.58956, 2.05761, 0.61370], [3.01607, -0.10749, 0.45642], [1.57938, 0.09933, 1.44077], [1.42926, -1.59440, -1.25129], [-0.74538, -2.36348, 0.04656], [-0.24350, -0.28472, 1.95655]],
  "lowdin_charge": [-0.103, -0.349, -0.144, -0.099, -0.092, -0.189, -0.193, -0.009, 0.138, 0.132, 0.156, 0.087, 0.132, 0.100, 0.082, 0.120, 0.130, 0.103]
}